Entry 1:
A 7-piece molecular cluster, C56H82F6N10O7S2 overall. Source: OMol25; level of theory: the ωB97M-V functional and the def2-TZVPD basis.

As for the total charge: +6. The frontier orbital gap comes out at 2.399 eV. The calculation puts the max |F| at 6.27 eV Å⁻¹. Its energy relative to the best compared isomer or geometry (same formula, charge and spin) is 50.97 kcal/mol.

Last column: Mulliken charge in e.
Positions of all 163 atoms, in Å:
N: -0.21834 2.07618 -0.14391  1.007
O: -0.94249 2.55085 0.68759  -0.653
O: 0.65511 1.28590 0.20059  -0.688
O: -0.42615 2.31512 -1.32333  -0.666
C: 0.05354 -0.74820 7.26832  -1.373
C: 0.77180 0.67143 7.11228  -0.217
C: 2.16141 0.68697 8.02483  -0.696
N: 2.99377 1.90059 7.65085  0.166
C: 2.32532 3.19194 8.28937  -0.694
C: 3.34230 4.43103 8.35603  -0.639
C: 4.77654 4.02849 8.92613  -0.713
C: 5.43918 2.76441 8.21293  -0.705
C: 4.41518 1.60751 8.26062  -0.565
C: 3.12390 2.24649 6.10057  -1.113
H: 0.67973 -1.57684 6.93763  0.360
H: -0.90224 -0.70945 6.74575  0.388
H: -0.12183 -0.91915 8.33045  0.359
H: 0.05522 1.32649 7.60774  0.290
H: 0.82105 0.88560 6.04466  0.288
H: 2.68765 -0.23928 7.79411  0.416
H: 1.93110 0.68511 9.09022  0.418
H: 2.00722 2.85152 9.27479  0.458
H: 1.41594 3.47276 7.75811  0.426
H: 2.76618 5.06832 9.02689  0.416
H: 3.41570 4.95492 7.40302  0.306
H: 4.72047 3.89486 10.00646  0.331
H: 5.40749 4.89975 8.75033  0.378
H: 6.36140 2.53087 8.74500  0.388
H: 5.74676 3.01649 7.19806  0.317
H: 4.24997 1.37347 9.31229  0.397
H: 4.80504 0.86050 7.56918  0.437
H: 3.37611 1.36380 5.51290  0.409
H: 3.80594 3.07454 5.90760  0.359
H: 2.12145 2.42198 5.71014  0.410
C: -7.21284 6.01655 -9.03193  -1.452
C: -5.99366 5.43194 -8.24697  -0.210
C: -6.32256 5.14199 -6.79519  -0.603
N: -5.01921 4.72998 -5.86651  -0.054
C: -5.50517 4.72520 -4.40686  -0.633
C: -6.02838 6.16552 -3.96535  -0.595
C: -4.94062 7.22603 -4.08023  -0.618
C: -4.35238 7.27378 -5.53236  -0.676
C: -3.86648 5.83706 -6.01858  -0.848
C: -4.58586 3.32028 -6.27101  -0.956
H: -7.57300 6.94489 -8.58857  0.382
H: -7.99544 5.25798 -9.04649  0.367
H: -6.93615 6.21217 -10.06792  0.390
H: -5.23171 6.19612 -8.40050  0.229
H: -5.86136 4.47288 -8.74778  0.299
H: -6.99321 4.29035 -6.68098  0.468
H: -6.80167 6.03658 -6.39734  0.294
H: -6.29499 3.97856 -4.32438  0.413
H: -4.65848 4.30773 -3.86194  0.494
H: -6.97768 6.42511 -4.43391  0.335
H: -6.18346 6.22906 -2.88831  0.382
H: -5.48005 8.12886 -3.79384  0.377
H: -4.12654 7.03482 -3.38109  0.311
H: -5.09927 7.52318 -6.28606  0.256
H: -3.61617 8.05688 -5.71360  0.460
H: -3.54934 5.73413 -7.05634  0.510
H: -3.10054 5.31299 -5.44694  0.523
H: -3.99528 3.45754 -7.17681  0.411
H: -5.47244 2.69109 -6.34976  0.340
H: -3.84009 2.91953 -5.58447  0.403
C: 2.20773 -2.38191 -6.09220  -0.870
N: 1.48724 -2.73119 -7.36748  -0.019
C: 0.45387 -3.55783 -7.27274  -0.251
C: -0.14973 -4.03289 -8.45459  -0.579
C: 0.24416 -3.62343 -9.74262  0.527
C: 1.36139 -2.82217 -9.76726  -0.471
C: 1.90809 -2.33854 -8.59638  -0.327
C: -0.43482 -3.98311 -10.99461  0.598
C: -1.22325 -3.16674 -11.78407  -0.604
C: -1.74163 -3.61581 -13.04851  -0.146
N: -1.47495 -4.84584 -13.44475  -0.018
C: -0.72276 -5.68212 -12.71864  -0.642
C: -0.26085 -5.19478 -11.51607  -0.273
C: -2.24330 -5.52038 -14.54469  -0.945
H: 1.82485 -2.78306 -5.15381  0.358
H: 2.19750 -1.29983 -6.22295  0.340
H: 3.13253 -2.93197 -6.26625  0.378
H: 0.00006 -3.74541 -6.31083  0.512
H: -1.13670 -4.46300 -8.53990  0.483
H: 1.75684 -2.41375 -10.68553  0.478
H: 2.81967 -1.75938 -8.59474  0.462
H: -1.37729 -2.12558 -11.54190  0.464
H: -2.31657 -3.03395 -13.75370  0.452
H: -0.63316 -6.69192 -13.09103  0.496
H: 0.29258 -5.86258 -10.87252  0.476
H: -3.06307 -4.91777 -14.93574  0.316
H: -2.79848 -6.38467 -14.18016  0.432
H: -1.58711 -6.07027 -15.21932  0.373
C: 0.52855 11.23949 4.91746  -0.892
N: 1.27528 10.25807 4.20761  -0.021
C: 0.67958 9.13196 3.87596  -0.089
C: 1.36624 8.21944 3.05117  -0.782
C: 2.69531 8.49651 2.65650  0.790
C: 3.26095 9.73401 3.08245  -0.698
C: 2.52140 10.55654 3.86258  -0.273
C: 3.55408 7.53052 1.94955  0.953
C: 4.85877 7.32472 2.39414  -0.585
C: 5.69800 6.42550 1.79219  -0.610
N: 5.21493 5.67958 0.72216  0.035
C: 3.95281 5.91203 0.25936  -0.211
C: 3.11869 6.82011 0.82884  -0.685
C: 6.08829 4.70031 -0.00446  -0.893
H: 0.84323 12.22024 4.56080  0.396
H: 0.86510 11.16795 5.95174  0.383
H: -0.51769 10.97251 4.76842  0.274
H: -0.32669 8.87366 4.17110  0.411
H: 0.91659 7.24899 2.90143  0.493
H: 4.31911 9.92893 2.98917  0.494
H: 2.96720 11.40228 4.36497  0.481
H: 5.30359 7.85633 3.22236  0.491
H: 6.77203 6.33748 1.86360  0.531
H: 3.65750 5.37660 -0.63087  0.405
H: 2.11330 6.89799 0.44213  0.514
H: 6.73727 4.20124 0.71517  0.369
H: 6.85531 5.27102 -0.52799  0.410
H: 5.58454 3.97754 -0.64628  0.311
C: 2.11190 -13.11019 10.22482  -0.904
N: 2.04001 -12.09018 9.09193  -0.048
C: 1.13815 -12.37116 8.11711  -0.314
C: 1.06949 -11.41698 7.09874  -0.491
C: 1.82082 -10.29518 7.07900  0.725
C: 2.81818 -10.14927 8.05996  -0.721
C: 2.89615 -11.07541 9.00447  -0.120
C: 1.68517 -9.30817 6.03595  0.568
C: 2.79707 -8.87518 5.28936  -0.668
C: 2.74991 -7.72142 4.41182  -0.278
N: 1.51670 -7.18600 4.16556  0.038
C: 0.43319 -7.64995 4.77969  -0.227
C: 0.50249 -8.68278 5.76799  -0.617
C: 1.40831 -6.19817 3.10961  -0.982
H: 2.81465 -12.71827 10.96010  0.297
H: 2.39853 -14.06678 9.78792  0.360
H: 1.15714 -12.85578 10.68506  0.437
H: 0.48402 -13.22865 8.17398  0.498
H: 0.27590 -11.47205 6.36827  0.511
H: 3.47023 -9.29155 8.13443  0.499
H: 3.58460 -10.97945 9.83104  0.374
H: 3.69810 -9.46986 5.31961  0.515
H: 3.65872 -7.24372 4.07678  0.410
H: -0.45706 -7.17163 4.39882  0.471
H: -0.34301 -8.90610 6.40176  0.543
H: 2.25225 -5.51615 3.21307  0.337
H: 0.49549 -5.60851 3.19434  0.398
H: 1.33547 -6.74975 2.17230  0.389
C: -4.56834 -2.85463 0.54507  0.607
F: -5.55474 -3.43057 1.26137  -0.196
F: -4.87161 -1.57817 0.16286  -0.196
F: -3.40141 -2.81580 1.29351  -0.239
S: -4.39723 -3.94245 -1.02433  0.969
O: -5.80013 -4.14597 -1.28000  -0.585
O: -3.66274 -3.25635 -2.08729  -0.605
N: -3.60916 -5.32886 -0.38846  -0.342
S: -4.04943 -6.42348 -1.38173  0.968
O: -5.40080 -7.04795 -1.12822  -0.606
O: -3.69967 -6.17888 -2.79770  -0.639
C: -2.83433 -7.87899 -0.89519  0.593
F: -3.09884 -9.03402 -1.48065  -0.217
F: -1.54467 -7.58192 -1.07447  -0.246
F: -2.95297 -8.19905 0.38732  -0.263

Entry 2:
A 14-piece molecular cluster, C56H84O42 overall. Source: OMol25; level of theory: the ωB97M-V functional and the def2-TZVPD basis.

The spin multiplicity is 2. As for the total charge: -1. The frontier orbital gap (spin up / spin down) comes out at 1.448 / 9.886 eV. The calculation puts the max |F| at 6.25 eV Å⁻¹.

Last column: Mulliken charge in e.
Positions of all 182 atoms, in Å:
C: 1.97911 5.76350 4.12515  -1.485
C: 2.14540 4.44448 3.25755  1.001
C: 0.83790 4.06180 2.48359  0.521
O: 1.37356 3.77088 1.20328  0.047
C: 2.63315 4.35939 1.09118  0.365
O: 3.39776 4.40924 0.11451  -0.663
O: 2.98997 4.83252 2.23812  -0.425
H: 2.12018 6.69269 3.57305  0.375
H: 2.67794 5.79215 4.96116  0.415
H: 1.04206 5.75773 4.68191  0.287
H: 2.57898 3.60344 3.79862  -0.099
H: 0.05352 4.81595 2.41938  0.137
H: 0.31491 3.26010 3.00498  -0.512
C: 1.61600 -4.90123 -0.06634  -1.185
C: 0.97382 -4.29027 1.15753  0.638
C: 0.36228 -2.84136 0.91809  0.616
O: -0.86244 -2.91333 1.64970  0.489
C: -1.20400 -4.11900 1.86991  0.134
O: -2.33188 -4.54578 2.24564  -0.686
O: -0.23512 -4.95556 1.49587  -0.527
H: 2.44660 -4.36690 -0.52753  0.034
H: 0.88846 -5.12012 -0.84793  0.049
H: 1.92623 -5.89830 0.24626  0.526
H: 1.47746 -4.33334 2.12324  0.463
H: 0.13917 -2.57343 -0.11464  -0.341
H: 0.96919 -2.05700 1.37036  -0.675
C: -3.28270 2.43177 -6.04222  -1.595
C: -3.13043 3.42655 -4.85789  0.884
C: -2.22478 2.94461 -3.66679  1.949
O: -1.17188 3.90130 -3.69463  -0.200
C: -1.30818 4.75817 -4.74374  0.454
O: -0.58948 5.65086 -5.08668  -0.602
O: -2.44917 4.47992 -5.40326  -0.389
H: -3.72980 2.90542 -6.91621  0.466
H: -3.94597 1.59775 -5.81293  0.477
H: -2.28167 2.13449 -6.35473  0.182
H: -4.14845 3.59157 -4.50505  -0.154
H: -1.79565 1.95359 -3.81450  -0.325
H: -2.77066 2.95508 -2.72339  -1.027
C: 3.85717 -1.57694 -2.90397  -0.880
C: 4.98585 -2.32772 -2.35702  0.638
C: 5.36685 -2.07719 -0.94763  0.418
O: 5.88578 -3.34082 -0.48262  -0.411
C: 5.24216 -4.27326 -1.23578  0.440
O: 5.11226 -5.43672 -0.89938  -0.567
O: 4.73392 -3.68453 -2.35168  -0.073
H: 4.16169 -0.53844 -2.77408  0.350
H: 2.95262 -1.68612 -2.30566  -0.272
H: 3.61362 -1.68811 -3.96058  0.496
H: 5.78774 -2.25193 -3.09141  0.137
H: 4.55080 -1.73068 -0.31352  -0.074
H: 6.08196 -1.25463 -0.95865  -0.049
C: -1.41264 3.08148 4.88370  -1.468
C: -2.07763 4.45573 4.59477  1.175
C: -3.59326 4.45004 4.47419  -0.024
O: -3.92515 5.66501 4.96888  -0.361
C: -2.96685 6.17606 5.69262  0.629
O: -3.00849 7.26445 6.23334  -0.616
O: -1.96922 5.36108 5.70581  -0.479
H: -1.75191 2.35660 4.14374  0.098
H: -1.79975 2.71354 5.83390  0.552
H: -0.32381 3.07602 4.93385  0.301
H: -1.73069 4.98808 3.70914  -0.110
H: -3.94258 3.61946 5.08756  0.355
H: -3.90784 4.39305 3.43213  0.017
C: 2.89760 0.62932 3.33399  -0.841
C: 4.20756 -0.01097 4.00616  0.573
C: 4.82848 0.82820 5.15770  -0.430
O: 5.27738 -0.12239 6.09281  -0.337
C: 4.79933 -1.30363 5.79722  0.450
O: 5.02783 -2.36198 6.34254  -0.557
O: 3.94181 -1.19469 4.65436  -0.127
H: 3.26978 1.56141 2.90879  0.218
H: 2.17542 0.90917 4.10097  0.589
H: 2.40897 0.10243 2.51440  -0.210
H: 4.97693 -0.12537 3.24256  -0.058
H: 4.03912 1.47870 5.53434  0.290
H: 5.60659 1.50813 4.81082  0.328
C: 7.47743 0.87382 1.13169  -1.580
C: 6.35624 1.75744 0.79133  0.436
C: 6.34818 2.30119 -0.65529  -0.479
O: 5.01549 1.83643 -0.99911  -0.306
C: 4.35370 1.14123 -0.12565  -0.013
O: 3.23889 0.63649 -0.19420  -0.442
O: 5.18638 0.95978 0.89633  0.285
H: 7.69748 0.11990 0.37586  0.311
H: 7.40181 0.38703 2.10402  0.283
H: 8.38374 1.47334 1.21700  0.471
H: 6.25355 2.55581 1.52629  0.316
H: 7.09849 1.79824 -1.26535  0.351
H: 6.52963 3.37425 -0.59435  0.331
C: -4.89765 -0.58887 0.85262  -1.587
C: -4.33246 -1.76241 1.64647  2.324
C: -3.62352 -1.26336 2.93592  0.718
O: -4.05972 -2.21647 3.93776  -0.368
C: -5.19197 -2.74569 3.47735  0.489
O: -5.97086 -3.41858 4.14003  -0.650
O: -5.28138 -2.62237 2.14072  -0.476
H: -4.12499 0.12476 0.56654  0.085
H: -5.50920 0.10036 1.43492  0.403
H: -5.54226 -0.85805 0.01589  0.413
H: -3.69927 -2.48781 1.13561  -0.923
H: -3.72621 -0.19696 3.13678  0.264
H: -2.59363 -1.49352 2.66305  -0.779
C: 0.15772 0.45154 -1.51614  -0.422
C: 0.02690 1.33335 -0.28528  0.642
C: -1.41172 1.79766 -0.14172  0.055
O: -1.62619 1.50464 1.15970  0.147
C: -0.66344 0.73253 1.70741  -0.355
O: -0.81409 0.06196 2.71191  0.082
O: 0.31060 0.59750 0.86324  1.064
H: -0.25368 1.03467 -2.34004  -0.227
H: -0.44779 -0.43551 -1.33012  -0.010
H: 1.15787 0.17034 -1.84590  -0.307
H: 0.57154 2.27117 -0.39468  0.014
H: -2.09284 1.19810 -0.74563  -0.472
H: -1.44719 2.85731 -0.39467  0.072
C: -2.64131 -4.39758 -1.52022  -0.876
C: -3.24415 -3.76324 -2.81519  0.590
C: -4.75702 -3.71881 -2.77859  -1.060
O: -5.05579 -2.39143 -2.57093  -0.206
C: -4.01977 -1.63082 -2.49892  0.688
O: -3.99024 -0.38759 -2.38786  -0.339
O: -2.95389 -2.38619 -2.61772  -0.050
H: -2.93079 -5.44659 -1.58256  0.641
H: -3.19634 -4.11854 -0.62457  0.336
H: -1.56638 -4.41795 -1.34075  -0.455
H: -2.84253 -4.16109 -3.74713  0.122
H: -4.98488 -4.47265 -2.02500  0.265
H: -5.15552 -4.08762 -3.72373  0.533
C: 2.93400 -6.10669 -4.38822  -1.480
C: 2.12741 -5.02619 -5.08303  0.101
C: 0.59832 -5.32313 -5.26380  -2.606
O: -0.07715 -4.42429 -4.36620  0.660
C: 0.84664 -3.66303 -3.66306  0.949
O: 0.52079 -2.86366 -2.71508  -0.535
O: 2.13215 -3.92163 -4.15878  0.016
H: 4.01047 -5.95134 -4.31622  0.327
H: 2.82746 -7.09173 -4.84258  0.398
H: 2.62215 -6.31316 -3.36439  0.223
H: 2.57353 -4.89903 -6.06940  0.438
H: 0.34055 -6.35613 -5.03022  0.069
H: 0.30269 -5.08979 -6.28667  0.617
C: -1.24426 -1.71594 6.80520  -1.480
C: -0.61443 -2.23644 5.46735  1.736
C: 0.82691 -1.86089 5.10130  0.711
O: 1.47294 -3.14004 4.92084  -0.340
C: 0.73003 -4.17991 5.28554  0.540
O: 1.18125 -5.27062 5.58212  -0.630
O: -0.50608 -3.70483 5.65784  -0.413
H: -0.65298 -2.00770 7.67316  0.407
H: -2.28230 -2.04486 6.85396  0.365
H: -1.24636 -0.63094 6.70092  0.290
H: -1.28013 -2.11192 4.61328  -0.843
H: 1.22519 -1.41552 6.01296  0.335
H: 0.98073 -1.34634 4.15279  -0.561
C: -1.80160 -0.29723 -7.89260  -1.861
C: -1.08152 -0.99358 -6.63831  -0.148
C: 0.16036 -1.82391 -6.98305  0.658
O: 1.16996 -1.20497 -6.19693  -0.074
C: 0.60955 -0.20358 -5.40358  1.119
O: 1.26668 0.58536 -4.68426  -0.601
O: -0.66010 0.00576 -5.76236  0.218
H: -1.08365 0.29738 -8.45747  0.317
H: -2.65068 0.34068 -7.64716  0.089
H: -2.10136 -1.17017 -8.47245  0.940
H: -1.83662 -1.59951 -6.13756  -0.216
H: 0.52744 -1.83344 -8.00933  0.165
H: -0.16833 -2.83986 -6.76415  -0.923
C: -5.22433 4.44653 -2.18522  -1.159
C: -4.84751 5.30361 -0.90872  0.298
C: -5.55579 4.71163 0.32198  -0.702
O: -4.42343 4.80496 1.26622  -0.252
C: -3.29245 4.97153 0.60518  0.538
O: -2.16780 4.74006 1.03966  -0.377
O: -3.40607 5.25474 -0.66333  -0.287
H: -4.71790 3.48385 -2.11533  0.071
H: -5.05772 4.91068 -3.15729  0.350
H: -6.31062 4.36293 -2.15249  0.468
H: -5.15873 6.34741 -0.95023  0.340
H: -5.95112 3.72575 0.07729  0.297
H: -6.36473 5.37598 0.62588  0.359

Which of these has the lowest total charge? C56H84O42